Version w
Entry from OMol25: C3H4O2S in the gas phase (ωB97M-V with the def2-TZVPD basis set).

The LUMO energy comes out at -0.12 eV. Its SMILES is CC(=O)C(=O)S. The HOMO energy comes out at -9.30 eV. For the frontier orbital gap, the calculation gives 0.3373 Ha.

```
! RIJCOSX wB97M-V def2-TZVPD def2/J DEFGRID3
* xyz 0 1
C 1.389 0.107 0.094
C 0.146 -0.541 -0.192
O -0.212 -1.668 -0.254
C -1.119 0.652 -0.232
O -0.804 1.781 -0.164
S -2.748 -0.243 -0.024
H 1.260 0.870 -0.880
H 2.322 -0.413 0.040
H 1.447 0.750 1.036
H -1.683 -1.296 0.576
*
```

***

Version x
Entry from OMol25: C3H4O2S in the gas phase (ωB97M-V with the def2-TZVPD basis set).

The LUMO energy comes out at 0.55 eV. Its SMILES is O=C1OCCS1. The HOMO energy comes out at -9.73 eV. For the frontier orbital gap, the calculation gives 0.3777 Ha.

```
! RIJCOSX wB97M-V def2-TZVPD def2/J DEFGRID3
* xyz 0 1
O 1.235 -1.681 1.842
C 0.772 -1.014 0.970
O -0.548 -0.880 0.789
C -0.955 -0.067 -0.314
C 0.208 0.903 -0.557
S 1.720 -0.061 -0.225
H -1.112 -0.739 -1.108
H -1.925 0.536 -0.060
H 0.277 1.686 0.201
H 0.328 1.319 -1.538
*
```

***

version x wins, 53.8 kcal/mol ahead of the next structure.

***

Version w
Entry from OMol25: 2 unconnected molecules or ions with the total composition C3H4O2S (ωB97M-V with the def2-TZVPD basis set).

The LUMO energy (spin up / spin down) comes out at -2.81 / -2.27 eV. The HOMO energy (spin up / spin down) comes out at -9.49 / -10.88 eV. For the frontier orbital gap (spin up / spin down), the calculation gives 0.2453 / 0.3165 Ha.

```
! RIJCOSX wB97M-V def2-TZVPD def2/J DEFGRID3
* xyz 0 1
C -2.715 1.914 0.061
C -1.600 1.508 0.183
C 0.665 -1.740 0.073
O 1.861 0.587 1.232
O 1.875 0.544 -1.212
S 1.213 0.191 0.010
H -3.318 2.666 -0.376
H 1.526 -2.270 -0.417
H 0.600 -1.759 1.060
H -0.107 -1.642 -0.615
*
```

***

Version x
Entry from OMol25: a molecular structure, C3H4O2S (ωB97M-V with the def2-TZVPD basis set).

The LUMO energy comes out at -1.02 eV. The HOMO energy comes out at -9.18 eV. For the frontier orbital gap, the calculation gives 0.2998 Ha.

```
! RIJCOSX wB97M-V def2-TZVPD def2/J DEFGRID3
* xyz 0 1
C 1.086 -1.082 -0.039
C -1.169 0.005 0.073
C -0.548 1.512 -0.028
H 1.457 -1.337 1.274
H 1.391 -2.054 -0.999
H 1.659 0.043 -0.455
H -1.460 2.241 0.128
O -0.332 -0.910 0.079
O 0.731 1.649 -0.004
S -2.816 -0.067 -0.028
*
```

***

version x wins, 59.5 kcal/mol ahead of the next structure.

***

Version w
Entry from OMol25: a gas-phase ion, C8H14N3 (charge +1) (ωB97M-V with the def2-TZVPD basis set).

The LUMO energy comes out at -4.56 eV. Its SMILES is C=C=[N+]=C[C@@H]1CNCCN1C. The HOMO energy comes out at -12.44 eV. For the frontier orbital gap, the calculation gives 0.2897 Ha.

```
! RIJCOSX wB97M-V def2-TZVPD def2/J DEFGRID3
* xyz 1 1
C -2.970 -1.587 -0.318
C -1.749 -1.603 -0.757
N -0.783 -2.293 -1.213
C 0.396 -1.898 -1.458
C 0.810 -0.518 -1.026
C 2.086 -0.578 -0.121
N 2.208 0.671 0.616
C 1.188 0.786 1.619
C -0.273 0.139 1.204
N -0.435 0.080 -0.218
C -1.046 1.197 -0.949
H -3.479 -0.717 0.112
H -3.585 -2.479 -0.708
H 0.972 -2.520 -2.021
H 1.085 0.182 -1.844
H 2.068 -1.416 0.567
H 2.803 -0.806 -0.871
H 2.392 1.482 -0.019
H 0.985 1.753 1.836
H 1.490 0.153 2.511
H -0.475 -0.916 1.596
H -1.146 0.900 1.579
H -0.625 2.245 -0.685
H -0.900 1.013 -1.957
H -2.073 1.285 -0.692
*
```

***

Version x
Entry from OMol25: 2 unconnected molecules or ions with the total composition C8H14N3 (ωB97M-V with the def2-TZVPD basis set).

The LUMO energy comes out at -3.16 eV. The HOMO energy comes out at -11.23 eV. For the frontier orbital gap, the calculation gives 0.2966 Ha.

```
! RIJCOSX wB97M-V def2-TZVPD def2/J DEFGRID3
* xyz 1 1
C -0.263 2.857 2.515
N -0.585 3.920 3.256
N -1.053 2.487 1.514
N 0.853 2.171 2.787
C -2.286 3.177 1.150
H -1.438 4.446 3.051
H 0.021 4.208 4.029
H -0.777 1.668 0.966
H 1.102 1.356 2.221
H 1.457 2.461 3.560
H -2.734 2.655 0.287
H -2.091 4.224 0.864
H -3.012 3.168 1.981
C 2.264 -3.021 -2.143
C 1.615 -2.403 -3.213
C 1.549 -3.851 -1.279
C 0.252 -2.615 -3.418
C 0.185 -4.063 -1.484
C -0.463 -3.445 -2.554
H 3.337 -2.854 -1.982
H 2.178 -1.750 -3.893
H 2.060 -4.337 -0.437
H -0.259 -2.129 -4.260
H -0.377 -4.716 -0.804
H -1.537 -3.612 -2.715
*
```

***

version x wins, 120.9 kcal/mol ahead of the next structure.

***

Version w
Entry from OMol25: a gas-phase ion, C8H14N3 (charge +1) (ωB97M-V with the def2-TZVPD basis set).

The LUMO energy (spin up / spin down) comes out at -5.38 / -4.03 eV. The HOMO energy (spin up / spin down) comes out at -13.17 / -13.78 eV. For the frontier orbital gap (spin up / spin down), the calculation gives 0.2861 / 0.3583 Ha.

```
! RIJCOSX wB97M-V def2-TZVPD def2/J DEFGRID3
* xyz 1 1
C 3.198 0.548 -0.257
C 0.051 0.621 -0.040
C 2.650 -0.889 -0.378
C -2.142 -0.894 -0.410
C 1.538 -1.261 0.464
C -0.888 -1.635 0.175
C -2.200 0.440 0.177
C -1.196 2.651 -0.009
N 2.530 1.506 0.109
N 0.261 -0.634 0.173
N -1.072 1.208 -0.162
H 4.232 0.852 -0.359
H 2.455 -0.792 -1.370
H 3.521 -1.599 -0.239
H -2.147 -0.775 -1.486
H -3.024 -1.543 -0.072
H 1.371 -2.410 0.273
H 1.803 -1.198 1.588
H -1.144 -1.892 1.203
H -0.638 -2.588 -0.445
H -3.206 0.856 -0.125
H -2.193 0.199 1.299
H -0.275 3.187 -0.056
H -1.823 3.120 -0.927
H -1.662 2.922 0.873
*
```

***

Version x
Entry from OMol25: a gas-phase ion, C8H14N3 (charge +1) (ωB97M-V with the def2-TZVPD basis set).

The LUMO energy comes out at -3.14 eV. Its SMILES is C[NH2+]CN(N)c1ccccc1. The HOMO energy comes out at -12.51 eV. For the frontier orbital gap, the calculation gives 0.3445 Ha.

```
! RIJCOSX wB97M-V def2-TZVPD def2/J DEFGRID3
* xyz 1 1
C 3.621 0.422 -0.108
N 2.158 0.501 -0.192
C 1.379 -0.634 -0.752
N 0.275 -0.937 0.110
N 0.807 -0.948 1.479
C -1.045 -0.338 -0.046
C -1.324 0.963 0.214
C -2.563 1.458 0.174
C -3.611 0.648 -0.343
C -3.381 -0.718 -0.451
C -2.091 -1.216 -0.300
H 3.884 -0.635 0.051
H 4.142 0.739 -1.076
H 4.008 1.019 0.685
H 1.785 0.754 0.707
H 1.852 1.394 -0.684
H 0.896 -0.426 -1.736
H 2.047 -1.521 -0.886
H 0.430 -1.814 1.924
H 0.355 -0.434 2.195
H -0.445 1.513 0.494
H -2.657 2.470 0.504
H -4.450 1.221 -0.803
H -4.330 -1.311 -0.620
H -1.741 -2.171 -0.541
*
```

***

version x wins, 56.0 kcal/mol ahead of the next structure.

***

Version w
Entry from OMol25: C8H18O2 in the gas phase (ωB97M-V with the def2-TZVPD basis set).

The LUMO energy comes out at 0.78 eV. Its SMILES is CC(C)[C@@](C)(O)C(C)(C)O. The HOMO energy comes out at -9.93 eV. For the frontier orbital gap, the calculation gives 0.3936 Ha.

```
! RIJCOSX wB97M-V def2-TZVPD def2/J DEFGRID3
* xyz 0 1
C 1.628 1.557 0.114
C 1.482 0.037 0.129
C 1.910 -0.525 -1.226
C 0.129 -0.483 0.687
C 0.113 -2.020 0.589
O 0.167 -0.133 2.063
C -1.224 0.079 0.119
C -1.461 1.557 0.464
C -1.421 -0.117 -1.386
O -2.205 -0.689 0.827
H 2.682 1.813 0.016
H 1.261 1.983 1.042
H 1.101 1.999 -0.726
H 2.195 -0.333 0.875
H 1.234 -0.228 -2.021
H 1.977 -1.608 -1.213
H 2.898 -0.136 -1.466
H 1.025 -2.412 1.033
H 0.040 -2.361 -0.437
H -0.737 -2.409 1.142
H -0.658 -0.454 2.448
H -2.527 1.772 0.393
H -0.940 2.217 -0.218
H -1.137 1.764 1.480
H -1.279 -1.155 -1.671
H -2.439 0.172 -1.652
H -0.737 0.509 -1.949
H -3.077 -0.396 0.543
*
```

***

Version x
Entry from OMol25: 3 unconnected molecules or ions with the total composition C8H18O2 (ωB97M-V with the def2-TZVPD basis set).

The LUMO energy comes out at 0.70 eV. The HOMO energy comes out at -6.52 eV. For the frontier orbital gap, the calculation gives 0.2652 Ha.

```
! RIJCOSX wB97M-V def2-TZVPD def2/J DEFGRID3
* xyz 0 1
C -1.005 0.350 0.551
C -0.267 -0.558 -0.226
C 1.469 0.491 0.572
C -2.850 -0.704 -0.126
C -0.165 -0.370 -1.716
C -0.077 -1.964 0.273
C 1.437 1.982 0.807
C 2.585 0.086 -0.358
O -0.976 0.238 1.901
O -1.395 1.584 0.141
H -1.634 0.846 2.261
H -1.651 1.540 -0.795
H 1.491 -0.063 1.508
H -2.759 -1.625 -0.695
H -3.501 -0.022 -0.678
H -3.263 -0.919 0.857
H -1.034 -0.804 -2.208
H -0.112 0.683 -1.989
H 0.726 -0.874 -2.090
H -0.368 -2.074 1.315
H 0.969 -2.260 0.179
H -0.672 -2.653 -0.327
H 1.203 2.528 -0.109
H 2.423 2.333 1.146
H 0.738 2.259 1.595
H 2.507 0.592 -1.323
H 3.557 0.369 0.070
H 2.624 -0.989 -0.536
*
```

***

version w wins, 101.0 kcal/mol ahead of the next structure.

***

Version w
Entry from OMol25: a molecular structure, C4H9NO2 (ωB97M-V with the def2-TZVPD basis set).

The LUMO energy comes out at 0.64 eV. The HOMO energy comes out at -9.44 eV. For the frontier orbital gap, the calculation gives 0.3704 Ha.

```
! RIJCOSX wB97M-V def2-TZVPD def2/J DEFGRID3
* xyz 0 1
C -1.684 -0.942 -0.551
C -0.645 0.127 -0.285
O -0.765 1.231 -0.939
C -0.089 0.276 1.182
N 1.368 0.212 1.081
C 1.702 0.286 -0.298
O 1.581 1.410 -0.936
H -1.364 -1.927 -0.197
H -1.901 -0.983 -1.620
H -2.607 -0.672 -0.024
H 0.549 -0.403 -0.729
H 0.466 1.613 -0.972
H -0.428 1.249 1.549
H -0.464 -0.497 1.862
H 1.729 -0.645 1.480
H 2.553 -0.333 -0.604
*
```

***

Version x
Entry from OMol25: C4H9NO2 in the gas phase (ωB97M-V with the def2-TZVPD basis set).

The LUMO energy comes out at 0.81 eV. Its SMILES is C[C@@H](O)CC(N)=O. The HOMO energy comes out at -10.03 eV. For the frontier orbital gap, the calculation gives 0.3985 Ha.

```
! RIJCOSX wB97M-V def2-TZVPD def2/J DEFGRID3
* xyz 0 1
C -2.195 -0.045 -0.321
C -0.724 0.152 -0.675
O -0.337 1.479 -0.357
C 0.172 -0.812 0.117
C 1.678 -0.459 0.124
N 2.105 0.531 0.986
O 2.485 -1.048 -0.570
H -2.351 0.041 0.761
H -2.541 -1.035 -0.641
H -2.816 0.708 -0.816
H -0.605 -0.021 -1.758
H 0.631 1.468 -0.436
H -0.179 -0.814 1.155
H 0.074 -1.825 -0.290
H 3.099 0.575 1.165
H 1.505 1.106 1.556
*
```

***

version x wins, 63.3 kcal/mol ahead of the next structure.

***

Version w
Entry from OMol25: C4H9NO2 in the gas phase (ωB97M-V with the def2-TZVPD basis set).

The LUMO energy comes out at 0.89 eV. Its SMILES is NC(=O)CCCO. The HOMO energy comes out at -9.88 eV. For the frontier orbital gap, the calculation gives 0.3958 Ha.

```
! RIJCOSX wB97M-V def2-TZVPD def2/J DEFGRID3
* xyz 0 1
N 0.283 -1.703 -1.774
C 0.627 -1.234 -0.511
O 0.416 -1.977 0.427
C 1.107 0.165 -0.441
C -0.112 1.103 -0.302
C -0.575 1.104 1.157
O -1.431 2.214 1.403
H 0.619 -1.266 -2.621
H -0.177 -2.594 -1.894
H 1.798 0.215 0.396
H 1.669 0.458 -1.336
H 0.086 2.142 -0.558
H -0.921 0.720 -0.930
H -0.977 0.136 1.486
H 0.280 1.229 1.826
H -2.310 1.919 1.666
*
```

***

Version x
Entry from OMol25: C4H9NO2 in the gas phase (ωB97M-V with the def2-TZVPD basis set).

The LUMO energy comes out at 0.93 eV. Its SMILES is C=C[C@@](N)(O)OC. The HOMO energy comes out at -9.73 eV. For the frontier orbital gap, the calculation gives 0.3918 Ha.

```
! RIJCOSX wB97M-V def2-TZVPD def2/J DEFGRID3
* xyz 0 1
C -1.844 -1.451 0.919
C -0.931 -0.537 1.262
C 0.269 0.130 0.334
N 0.505 1.456 0.751
O 1.426 -0.602 0.559
O -0.233 -0.043 -0.932
C 0.639 0.619 -2.024
H -2.624 -1.756 1.612
H -1.915 -1.832 -0.096
H -0.955 -0.135 2.272
H 1.135 1.930 0.117
H 0.915 1.453 1.679
H 1.159 -1.522 0.398
H 0.344 1.668 -2.083
H 0.403 0.089 -2.947
H 1.707 0.532 -1.821
*
```

***

version w wins, 39.6 kcal/mol ahead of the next structure.

***

Version w
Entry from OMol25: C4H9NO2 in the gas phase (ωB97M-V with the def2-TZVPD basis set).

The LUMO energy comes out at 0.63 eV. Its SMILES is [H]/N=C(/O)CCCO. The HOMO energy comes out at -9.98 eV. For the frontier orbital gap, the calculation gives 0.3897 Ha.

```
! RIJCOSX wB97M-V def2-TZVPD def2/J DEFGRID3
* xyz 0 1
H 1.532 1.884 -0.376
N 2.308 1.234 -0.300
C 1.958 0.120 0.260
O 2.978 -0.729 0.181
C 0.622 -0.559 0.109
C -0.575 0.379 0.063
C -1.886 -0.387 0.080
O -2.955 0.538 0.026
H 3.577 -0.079 -0.509
H 0.545 -1.272 0.944
H 0.656 -1.173 -0.805
H -0.541 0.991 -0.851
H -0.558 1.067 0.923
H -1.948 -0.999 0.996
H -1.925 -1.075 -0.783
H -3.788 0.062 0.042
*
```

***

Version x
Entry from OMol25: C4H9NO2 in the gas phase (ωB97M-V with the def2-TZVPD basis set).

The LUMO energy comes out at 0.83 eV. Its SMILES is CN[C@@H](C=O)CO. The HOMO energy comes out at -9.49 eV. For the frontier orbital gap, the calculation gives 0.3792 Ha.

```
! RIJCOSX wB97M-V def2-TZVPD def2/J DEFGRID3
* xyz 0 1
C 0.275 2.097 -0.092
N -0.013 0.946 -0.956
C -0.408 -0.212 -0.173
C -1.301 -1.114 -1.015
O -1.438 -2.293 -0.833
C 0.657 -1.005 0.562
O 0.084 -1.455 1.786
H 0.846 2.814 -0.649
H -0.670 2.511 0.263
H 0.815 1.811 0.805
H 0.881 0.701 -1.390
H -1.118 0.119 0.597
H -1.845 -0.595 -1.824
H 1.549 -0.419 0.773
H 0.980 -1.834 -0.066
H 0.706 -2.069 2.213
*
```

***

version x wins, 6.1 kcal/mol ahead of the next structure.